Record 1
{"formula": "C9H16N5", "method": "ωB97M-V/def2-TZVPD", "lumo_energy_ev": -2.703, "total_charge": 1, "total_energy_ev": -17033.234, "gap_ev": 10.08, "relative_energy_kcal_mol": 47.4, "homo_ev": -12.79, "elements": ["N", "H", "H", "H", "H", "H", "H", "C", "H", "H", "C", "H", "H", "H", "C", "C", "C", "N", "H", "C", "N", "C", "N", "N", "H", "C", "H", "C", "H", "H"], "coordinates": [[0.95671, -1.57362, 0.74695], [-1.41197, 2.19203, 0.61228], [1.88116, -1.93642, 0.58689], [-1.27474, -1.02767, -1.69749], [-0.46896, 0.28665, 1.93890], [-2.04438, -1.44413, 1.20730], [-3.15516, -1.61267, -0.10114], [-2.22686, -1.00619, 0.13766], [-1.33378, -2.58301, -1.05801], [0.63262, 1.56707, 1.56461], [0.33687, -1.22706, -0.49686], [2.54927, 2.51042, -0.11792], [5.17260, 1.49905, -0.70907], [-0.85219, 1.47920, -0.78668], [-2.43922, 0.46702, 0.11042], [0.85441, -0.16951, 0.33552], [-1.10421, -1.56984, -0.77551], [4.23886, -0.34323, -0.24062], [-3.87423, 0.41324, -1.32462], [-0.01169, 0.76670, 1.13253], [2.20039, 0.27755, 0.04313], [-1.14610, 1.25276, 0.21000], [3.09498, -0.77896, -0.06361], [-2.99391, 0.90744, -1.12975], [0.56488, -2.01436, 1.52195], [4.24443, 0.97858, -0.37126], [-3.13842, 0.70437, 1.02131], [2.96483, 1.46452, -0.00726], [-3.13305, 1.93787, -1.01600], [0.91690, -1.41780, -1.27364]], "lowdin_charge": [0.23, 0.11, 0.14, 0.12, 0.11, 0.14, 0.14, -0.16, 0.13, 0.14, -0.13, 0.14, 0.13, 0.12, -0.46, -0.28, -0.09, 0.02, 0.10, -0.04, -0.01, -0.15, 0.00, 0.04, 0.17, -0.11, 0.18, 0.02, 0.12, 0.13]}

Record 2
{"formula": "C9H16N6", "method": "ωB97M-V/def2-TZVPD", "lumo_energy_ev": -8.349, "total_charge": 2, "total_energy_ev": -18515.291, "gap_ev": 8.53, "relative_energy_kcal_mol": 10.6, "homo_ev": -16.88, "elements": ["C", "N", "C", "H", "C", "C", "H", "H", "H", "C", "H", "N", "H", "H", "N", "H", "C", "H", "C", "N", "N", "H", "H", "C", "H", "H", "H", "N", "C", "H", "H"], "coordinates": [[-3.13723, 1.25870, 0.10149], [2.53229, 1.47810, -1.58864], [2.21745, -0.23601, 0.08065], [-3.93181, 1.74646, 0.63985], [-1.52465, -1.40736, -1.14680], [0.27438, -2.57763, -1.04643], [0.33247, 2.14074, -1.18018], [0.79044, 0.60466, 1.97173], [-2.41502, -0.94848, -1.53107], [-0.85097, -2.40697, -1.79901], [2.98976, -0.81391, -0.38760], [-0.85947, -0.97012, -0.06908], [2.60048, 0.30756, 0.95470], [2.39758, 2.33931, -2.11269], [0.50069, 1.33296, -0.62391], [-1.20133, -3.14577, -2.59401], [-2.01696, 0.93124, 1.08030], [1.32616, -2.43476, 2.41216], [1.19873, -1.09236, 0.97791], [1.84728, -1.85909, 1.82000], [0.25959, -1.71274, -0.04814], [-2.46088, 0.19152, 1.81216], [-2.90485, 1.92803, -0.74598], [-0.82595, 0.08711, 0.79129], [-3.50188, 0.35001, -0.27224], [-1.66980, 1.78556, 1.68391], [0.96586, -3.39881, -1.04487], [0.25340, -0.12562, 1.56708], [1.68975, 0.94161, -0.77292], [3.52048, 1.31015, -1.54499], [2.74637, -2.27317, 1.55951]], "lowdin_charge": [-0.04, 0.19, 0.04, 0.10, 0.04, 0.04, 0.09, 0.17, 0.15, 0.05, 0.13, 0.05, 0.14, 0.15, 0.17, 0.18, -0.11, 0.12, -0.45, 0.20, 0.08, 0.18, 0.11, -0.15, 0.05, 0.15, 0.16, 0.21, -0.47, 0.13, 0.15]}

Record 3
{"formula": "C9H16N6", "method": "ωB97M-V/def2-TZVPD", "lumo_energy_ev": -7.405, "total_charge": 2, "total_energy_ev": -18515.084, "gap_ev": 9.11, "relative_energy_kcal_mol": 15.3, "homo_ev": -16.51, "elements": ["H", "N", "H", "C", "H", "H", "C", "H", "H", "H", "H", "C", "H", "H", "N", "H", "C", "N", "N", "H", "H", "H", "C", "H", "C", "N", "C", "C", "C", "N", "H"], "coordinates": [[-2.79716, 2.02956, -2.07239], [-2.13775, 2.36337, -1.46926], [1.32455, -2.84529, -0.96523], [-0.14818, -2.44714, 1.52965], [3.32280, -1.99381, -2.49833], [0.61734, 2.09017, 3.09646], [-1.23646, 1.63547, -0.87733], [0.77695, -2.64612, 1.01594], [0.76456, 1.76772, -0.84483], [-2.18536, -0.12799, -1.10410], [-0.69211, -3.36203, 1.62527], [-0.97609, -1.77861, 0.35869], [-0.07373, -0.07121, 2.17884], [0.57244, 3.56641, 2.16940], [0.78432, -0.74394, -0.98068], [-0.99151, -2.60378, -0.48758], [0.22208, 1.78357, 1.13745], [1.16418, 0.27145, -1.76786], [0.63190, 2.54473, 2.12680], [2.63364, 0.53508, -3.20923], [0.03364, 3.35537, -0.32807], [-1.93115, -1.57951, 0.66877], [2.21456, -0.12403, -2.44707], [-0.09738, -1.74700, 2.36416], [-0.35259, -0.57400, -0.22399], [-1.25097, 0.33392, -0.79006], [2.39465, -1.49647, -2.27710], [1.51944, -1.80739, -1.31753], [-0.03587, 2.21649, -0.26212], [0.21080, 0.46098, 1.31021], [-2.06324, 3.35337, -1.51095]], "lowdin_charge": [0.12, 0.30, 0.16, -0.01, 0.13, 0.19, -0.27, 0.06, 0.11, 0.25, 0.09, -0.14, 0.14, 0.16, -0.06, 0.19, -0.34, 0.05, 0.22, 0.14, 0.18, 0.09, -0.05, 0.07, -0.25, 0.18, 0.00, -0.05, -0.01, 0.20, 0.15]}

Record 4
{"formula": "C9H16NNbO7P", "method": "ωB97M-V/def2-TZVPD", "lumo_energy_ev": 0.762, "total_charge": -1, "total_energy_ev": -36250.141, "gap_ev": 5.89, "homo_ev": -5.13, "elements": ["H", "C", "O", "H", "H", "C", "O", "Nb", "C", "O", "H", "O", "H", "O", "C", "H", "C", "N", "C", "H", "C", "H", "H", "H", "H", "H", "P", "O", "H", "H", "C", "C", "H", "O", "H"], "coordinates": [[1.05017, -1.32688, 3.49280], [0.26710, -1.93459, 3.05787], [-0.93648, 3.76285, -1.42923], [-3.11608, -3.85274, 1.88653], [-0.86806, -0.57072, -0.91029], [2.70283, 3.58570, -3.23730], [-0.85970, -4.02432, 5.61114], [-1.04332, -3.41472, 0.57183], [2.03342, 2.37717, -2.83516], [0.17589, 1.38033, -1.84206], [2.52634, 1.43684, -3.03489], [0.17330, -3.12429, 3.85277], [3.55159, 5.59105, -3.73957], [3.78633, 3.63080, -3.80135], [0.59325, -2.26371, 1.63138], [-0.64055, -1.35193, 3.10906], [0.84511, 4.98764, -2.35377], [-1.75859, -0.15964, -0.68005], [2.03831, 4.90419, -2.94946], [0.71535, -1.32047, 1.11174], [-0.77428, -3.15796, 4.77700], [-1.48599, -2.33266, 4.73168], [-3.79197, -1.59811, -0.41074], [-0.07427, -4.95608, 0.68041], [-2.97457, -0.77802, 1.43255], [1.54565, -2.76581, 1.55744], [-2.54220, -1.28680, 0.17903], [2.74068, 5.95914, -3.34103], [-0.67705, 1.64763, -1.42758], [-2.15712, -4.34942, -0.54663], [0.82817, 2.44034, -2.22910], [0.15170, 3.76724, -1.96052], [-0.18426, -3.00099, -0.97971], [-2.20304, -3.83309, 2.17201], [0.36233, 5.93205, -2.14680]], "lowdin_charge": [0.11, -0.31, 0.12, -0.03, -0.12, -0.33, 0.06, 1.12, 0.06, 0.10, 0.13, -0.04, 0.11, 0.08, -0.37, 0.09, 0.07, -0.44, -0.25, 0.03, -0.39, 0.14, -0.11, -0.14, -0.10, 0.03, 0.43, 0.10, 0.09, -0.16, -0.24, -0.31, -0.15, -0.48, 0.13]}

Record 5
{"formula": "C9H16NO", "method": "ωB97M-V/def2-TZVPD", "lumo_energy_ev": -3.083, "total_charge": 1, "total_energy_ev": -13123.491, "gap_ev": 9.01, "relative_energy_kcal_mol": 8.4, "homo_ev": -12.09, "elements": ["H", "H", "H", "H", "C", "H", "C", "H", "H", "H", "H", "C", "H", "O", "H", "C", "H", "N", "H", "H", "C", "C", "C", "H", "C", "H", "C"], "coordinates": [[0.22996, 2.06610, 1.97444], [-1.35114, 0.98951, -0.98382], [2.81954, 2.31032, 1.41035], [3.50357, 1.21559, 0.24814], [-0.74143, 0.23554, 1.70584], [-1.59475, 0.54221, 2.29304], [0.53979, -1.52309, 0.70550], [2.54675, -1.13532, 0.18037], [0.58434, -0.16300, -1.15264], [-0.01829, -0.80730, -2.52532], [-2.28517, -0.87904, -2.69013], [1.54698, 0.64778, 0.98432], [-3.16104, 0.65953, -2.39996], [-1.75135, -1.88260, 1.02816], [-2.25756, 0.50046, -3.75632], [-0.67965, -1.04096, 1.16410], [-0.98034, 1.85098, -2.54306], [0.16041, 0.08758, -2.06676], [2.16007, 2.43297, -0.09017], [-2.54521, -1.41086, 1.32419], [-2.23644, 0.20554, -2.73569], [2.57438, 1.67302, 0.57754], [-1.07280, 0.92806, -2.00760], [0.59356, -2.57189, 0.47022], [1.66112, -0.69631, 0.62600], [0.90958, 0.53183, -2.59262], [0.38589, 1.05640, 1.62243]], "lowdin_charge": [0.13, 0.10, 0.08, 0.08, -0.01, 0.12, -0.04, 0.12, 0.10, 0.17, 0.09, -0.30, 0.09, 0.06, 0.07, -0.33, 0.13, 0.20, 0.08, 0.12, -0.06, -0.04, -0.15, 0.13, -0.07, 0.17, -0.03]}

Record 6
{"formula": "C9H16NO", "method": "ωB97M-V/def2-TZVPD", "lumo_energy_ev": -3.466, "total_charge": 1, "total_energy_ev": -13119.740, "gap_ev": 10.54, "relative_energy_kcal_mol": 94.9, "homo_ev": -14.01, "elements": ["N", "C", "C", "H", "H", "H", "O", "C", "C", "C", "C", "H", "H", "C", "H", "H", "H", "H", "C", "H", "H", "H", "H", "H", "C", "H", "H"], "coordinates": [[-1.34445, 1.02345, 1.83486], [-0.31841, -1.40544, -1.77214], [-1.91016, 0.71811, 3.03005], [0.25023, -2.24147, -2.30943], [2.84919, -1.13723, -0.78774], [-0.73738, 3.09196, 1.16676], [-0.62976, -0.91861, 2.33852], [1.88490, -1.59808, -0.77536], [-0.54030, 0.05670, 1.45803], [0.83403, -0.56198, -1.31790], [1.63728, 0.23351, -2.50323], [-1.53681, -1.26238, 4.20491], [-0.80052, -1.83351, -0.95440], [0.62634, 0.51602, -0.33249], [2.02779, -2.43887, -1.36771], [1.47787, -1.88547, 0.13706], [2.20263, -0.58901, -3.01293], [-2.62320, 1.31420, 3.50799], [-1.50407, -0.56936, 3.30405], [1.46171, 0.79016, 0.31901], [2.43500, 0.79454, -2.16713], [-2.52627, 2.59340, 1.25344], [0.85784, 0.58477, -3.15216], [-1.61312, 1.98520, -0.01058], [-1.55358, 2.24147, 1.07078], [-1.02355, -0.95898, -2.52938], [0.11675, 1.45691, -0.63286]], "lowdin_charge": [-0.09, -0.04, 0.01, 0.12, 0.09, 0.16, 0.08, -0.04, -0.04, -0.60, 0.01, 0.17, 0.06, 0.12, 0.07, 0.06, 0.11, 0.13, -0.02, 0.11, 0.06, 0.08, 0.08, 0.10, 0.00, 0.11, 0.09]}

Record 7
{"formula": "C9H16NSi", "method": "ωB97M-V/def2-TZVPD", "lumo_energy_ev": -4.163, "total_charge": 1, "total_energy_ev": -18951.006, "gap_ev": 7.47, "relative_energy_kcal_mol": 8.1, "homo_ev": -11.63, "elements": ["C", "C", "H", "C", "C", "H", "H", "C", "H", "H", "Si", "H", "H", "C", "H", "H", "H", "C", "H", "H", "C", "C", "N", "H", "H", "H", "H"], "coordinates": [[-2.84664, -1.58175, 0.33011], [-1.81032, -1.54986, -0.58246], [-2.00006, -1.24646, -1.60094], [-1.32874, -2.34149, 2.03119], [-2.60820, -1.97876, 1.63802], [0.54114, -2.02596, -2.86543], [-1.14406, -2.66490, 3.04320], [0.00085, 1.83860, 0.29604], [0.77514, 1.63382, -2.19647], [3.07161, 3.04077, -0.40279], [0.86686, -1.92135, -1.45896], [-0.04602, 2.23906, 1.30787], [2.16767, -2.32879, -0.95721], [-0.28843, -2.30670, 1.12094], [-3.84445, -1.30801, 0.02506], [1.52501, 3.77531, -0.84481], [1.91844, 1.17373, 0.45853], [1.45789, 1.15480, -1.50930], [-0.57419, 2.48489, -0.36472], [-3.42007, -2.01352, 2.34837], [-0.51170, -1.91198, -0.20326], [2.02076, 3.12009, -0.13094], [1.39069, 1.77840, -0.17864], [2.47515, 1.15363, -1.87750], [1.94118, 3.54793, 0.86763], [-0.43243, 0.84049, 0.27289], [0.70290, -2.60198, 1.43357]], "lowdin_charge": [-0.07, -0.13, 0.10, -0.07, -0.05, -0.06, 0.11, -0.02, 0.05, 0.11, 0.98, 0.11, -0.07, -0.12, 0.11, 0.11, 0.17, -0.08, 0.11, 0.11, -0.42, -0.01, -0.30, 0.03, 0.10, 0.08, 0.10]}